# 1
C4H4F2O3S in the gas phase, computed with ωB97M-V/def2-TZVPD.

CARTESIAN COORDINATES (ANGSTROEM)
1 C 0.15 -0.06 -0.27
2 C -1.36 -0.35 -0.11
3 C 0.74 0.70 0.94
4 C -1.92 -1.46 0.28
5 O 0.76 -1.32 -0.26
6 O 3.10 -0.64 -0.86
7 O 1.93 -0.02 1.31
8 F -2.11 0.69 -0.39
9 F -3.21 -1.80 0.32
10 S 2.39 -1.17 0.26
11 H 0.21 0.42 -1.31
12 H 0.94 1.62 0.59
13 H 0.13 0.73 1.76
14 H -1.30 -2.21 0.72

Calculated values
- Total energy: -26622.937 eV
- Gap between HOMO and LUMO: 10.72 eV
- HOMO: -10.005 eV


# 2
4 unconnected molecules or ions with the total composition C3H13NO4, computed with ωB97M-V/def2-TZVPD.

CARTESIAN COORDINATES (ANGSTROEM)
1 C 0.88 1.17 -1.84
2 C 0.94 -0.31 -1.44
3 N 1.42 -0.52 -0.18
4 C 1.63 0.44 0.87
5 O 0.69 -1.21 -2.21
6 H 1.87 1.56 -1.59
7 H 0.61 1.22 -2.88
8 H 0.17 1.69 -1.20
9 H 1.38 -1.47 0.17
10 H 2.67 0.71 1.08
11 H 1.20 0.02 1.79
12 H 1.14 1.41 0.81
13 H -2.00 -1.27 1.90
14 H -2.02 -0.01 2.76
15 O -1.42 -0.62 2.32
16 H -2.13 1.63 1.50
17 H -1.24 0.78 0.54
18 O -1.54 1.67 0.75
19 H -0.90 -2.61 -1.52
20 H -2.10 -1.94 -0.96
21 O -1.27 -2.33 -0.67

Calculated values
- Energy above the lowest of the compared OMol25 structures with the same formula, charge and spin: 1.0377 eV
- Total energy: -13002.128 eV
- Gap between HOMO and LUMO: 9.72 eV
- HOMO: -9.458 eV


# 3
2 unconnected molecules or ions with the total composition C3H5FS2, computed with ωB97M-V/def2-TZVPD.

CARTESIAN COORDINATES (ANGSTROEM)
1 C -1.23 -0.77 0.04
2 C 1.42 -0.34 -0.25
3 C 0.60 0.94 0.14
4 H -2.18 -1.59 0.01
5 H -1.36 0.12 -0.58
6 H -1.10 -0.36 1.09
7 H 1.22 1.96 0.66
8 H -0.49 0.50 1.01
9 F -0.20 1.44 -1.10
10 S 0.25 -1.54 -0.68
11 S 3.07 -0.37 -0.35

Calculated values
- Energy above the lowest of the compared OMol25 structures with the same formula, charge and spin: 4.4504 eV
- Total energy: -27575.033 eV
- Gap between HOMO and LUMO: 8.11 eV
- HOMO: -8.878 eV